Record 1
Density functional theory data (ωB97M-V/def2-TZVPD) for a cluster of 14 separate species, CH27O16 in total.

Cartesian coordinates (Å):
1 C 0.166 0.008 -0.050
2 O 1.225 -0.473 -0.568
3 O -0.084 -0.149 1.229
4 O -0.618 0.659 -0.723
5 H 0.532 -0.786 1.579
6 O -2.166 0.683 -3.126
7 H -2.540 0.178 -2.435
8 H -1.690 1.340 -2.651
9 O -1.285 2.726 0.993
10 H -0.822 3.429 0.564
11 H -1.046 1.930 0.475
12 O 3.843 0.493 -0.653
13 H 4.175 1.381 -0.920
14 H 2.880 0.579 -0.670
15 O -0.337 2.292 3.665
16 H -0.041 1.400 3.789
17 H -0.460 2.408 2.732
18 O 3.221 0.212 2.101
19 H 2.756 -0.630 1.979
20 H 3.512 0.455 1.240
21 O 0.217 -1.832 -2.552
22 H 0.370 -0.936 -2.198
23 H 0.751 -1.902 -3.342
24 O -2.743 -0.876 -0.787
25 H -2.396 -1.504 -1.417
26 H -1.914 -0.379 -0.711
27 O -2.715 0.147 2.456
28 H -2.805 0.819 3.090
29 H -1.825 0.124 2.158
30 O 1.213 1.010 -2.842
31 H 1.398 1.892 -2.965
32 H 1.103 0.763 -1.910
33 O -0.266 -3.385 -0.126
34 H -0.059 -2.885 -0.899
35 H -1.099 -3.833 -0.290
36 O 2.203 -2.441 1.018
37 H 1.885 -1.866 0.324
38 H 1.484 -3.059 1.062
39 O -0.903 3.001 -2.064
40 H -0.165 3.627 -2.187
41 H -0.450 2.288 -1.594
42 O -1.818 -2.506 2.502
43 H -1.172 -2.749 1.875
44 H -1.517 -1.652 2.847

Total charge ... -1
F_max ... 3.2 eV/A
Energy above the lowest of the compared OMol25 structures with the same formula, charge and spin ... 30.75 kJ/mol


Record 2
Density functional theory data (ωB97M-V/def2-TZVPD) for a structure of composition C2H4I2O.

Cartesian coordinates (Å):
1 C 2.439 0.223 0.620
2 C -2.088 -1.381 0.379
3 O 1.335 0.059 1.009
4 I -1.943 -2.410 -1.781
5 I -0.522 -2.132 1.634
6 H 2.888 1.120 1.020
7 H 2.860 -0.420 -0.292
8 H -1.081 -3.589 1.167
9 H -1.866 -0.371 0.144

Total charge ... 0
F_max ... 2.9 eV/A
Energy above the lowest of the compared OMol25 structures with the same formula, charge and spin ... 513.11 kJ/mol


Record 3
Density functional theory data (ωB97M-V/def2-TZVPD) for the molecule C4H7NO.

Cartesian coordinates (Å):
1 C -0.986 1.630 0.736
2 C -0.395 0.456 0.768
3 N -0.003 -0.164 -0.453
4 C 1.445 -0.351 -0.476
5 C -0.806 -1.274 -0.670
6 O -0.412 -2.409 -0.773
7 H -1.075 2.230 1.620
8 H -1.334 2.013 -0.214
9 H -0.081 -0.073 1.672
10 H 1.901 0.533 -0.020
11 H 1.795 -0.422 -1.507
12 H 1.743 -1.247 0.076
13 H -1.871 -0.986 -0.757

Total charge ... 0
F_max ... 0.7 eV/A
Energy above the lowest of the compared OMol25 structures with the same formula, charge and spin ... 176.00 kJ/mol


Record 4
Density functional theory data (ωB97M-V/def2-TZVPD) for a cluster of 2 separate species, C10H16O in total.

Cartesian coordinates (Å):
1 C 0.908 -2.068 1.768
2 C 0.483 -0.675 1.382
3 C 1.337 0.378 1.095
4 C 0.840 1.581 0.681
5 C -0.564 1.666 0.681
6 O -0.934 2.858 0.161
7 C -1.507 0.718 1.035
8 C -0.881 -0.438 1.387
9 H 0.364 -2.608 2.502
10 H 1.903 -2.005 2.231
11 H 1.045 -2.720 0.855
12 H 2.520 0.094 0.988
13 H 1.493 2.447 0.368
14 H -1.840 2.878 0.224
15 H -2.556 0.741 0.867
16 H -1.501 -1.182 1.753
17 C 1.260 -1.393 -1.798
18 C 0.159 -0.428 -2.379
19 C -1.063 -1.283 -2.646
20 H 1.612 -1.957 -2.587
21 H 2.007 -0.629 -1.300
22 H 0.787 -2.062 -1.032
23 H -0.083 0.431 -1.809
24 H 0.349 -0.032 -3.373
25 H -0.847 -2.121 -3.349
26 H -1.626 -1.569 -1.658
27 H -1.978 -0.908 -3.221

Total charge ... 0
F_max ... 4.8 eV/A
Energy above the lowest of the compared OMol25 structures with the same formula, charge and spin ... 257.64 kJ/mol


Record 5
Density functional theory data (ωB97M-V/def2-TZVPD) for a cluster of 2 separate species, C4H11NOS2 in total.

Cartesian coordinates (Å):
1 C -0.665 -2.268 -0.293
2 C 2.377 1.093 0.382
3 C -0.594 -0.900 -1.027
4 C -1.183 0.222 -0.149
5 N 0.272 0.530 1.208
6 O 1.135 1.611 0.636
7 S -2.526 -0.147 0.801
8 S -1.340 1.804 -0.946
9 H -1.708 -2.439 -0.049
10 H -0.334 -3.213 -0.808
11 H -0.087 -2.218 0.558
12 H 2.477 0.213 -0.316
13 H 3.039 0.832 1.254
14 H 3.111 1.854 -0.181
15 H 0.455 -0.562 -1.266
16 H -1.214 -0.862 -1.931
17 H -0.192 0.885 2.031
18 H -2.946 1.127 1.189
19 H -0.077 2.437 -1.094

Total charge ... 0
F_max ... 5.2 eV/A
Energy above the lowest of the compared OMol25 structures with the same formula, charge and spin ... 534.56 kJ/mol


Record 6
Density functional theory data (ωB97M-V/def2-TZVPD) for the ion C5H7ClN3O3 with charge +1.

Cartesian coordinates (Å):
1 C -0.200 -1.325 1.585
2 C -0.228 -0.209 0.603
3 N 0.670 0.874 1.083
4 O 0.555 1.171 2.206
5 O 1.470 1.234 0.222
6 C -1.484 0.616 0.438
7 C -1.603 0.953 -0.890
8 N -0.621 0.183 -1.702
9 N 0.152 -0.648 -0.700
10 C 1.908 -0.539 -1.006
11 O 2.627 -1.046 -0.263
12 Cl 2.344 0.392 -2.457
13 H -0.474 -0.889 2.558
14 H 0.841 -1.554 1.774
15 H -0.890 -2.190 1.407
16 H -2.171 0.857 1.192
17 H -2.132 1.772 -1.329
18 H -0.914 -0.540 -2.548
19 H 0.151 0.888 -2.172

Total charge ... +1
F_max ... 4.9 eV/A
Energy above the lowest of the compared OMol25 structures with the same formula, charge and spin ... 332.94 kJ/mol